ORCA calculation (wB97M-V/def2-TZVPD) on 2 unconnected molecules or ions with the total composition C8H23N2Si.

The geometry in XYZ format:
```
34
Properties=species:S:1:pos:R:3:mulliken_charge:R:1
C 0.95661 0.38105 -4.58690 -1.250
C 0.42251 -2.85091 4.90519 -1.148
C -1.46405 2.63566 -2.52696 -1.531
C 2.21243 1.19467 -1.01278 -1.061
C 0.21467 1.62534 -4.11599 -0.591
C -0.93235 -2.21750 4.60280 -0.274
C -0.62976 1.38343 -2.85218 0.270
C -0.82982 -0.99923 3.68538 -0.807
N -0.50744 0.14977 -0.10748 -0.390
N -0.36978 -1.30294 2.31265 -0.648
Si 0.38934 0.87415 -1.32981 0.452
H 1.64661 0.01462 -3.82622 0.310
H 1.52830 0.60780 -5.48264 0.365
H 0.25978 -0.41918 -4.82693 0.331
H 0.30415 -3.65189 5.63181 0.344
H 1.10737 -2.10992 5.32008 0.308
H 0.87295 -3.28064 4.00757 0.319
H -2.15036 2.84036 -3.34378 0.401
H -2.04807 2.51225 -1.61925 0.400
H -0.82348 3.50532 -2.40556 0.392
H 2.72640 1.56958 -1.89756 0.384
H 2.34513 1.92917 -0.21793 0.385
H 2.71501 0.28236 -0.69756 0.372
H 0.92417 2.43777 -3.93943 0.330
H -0.45889 1.95325 -4.90963 0.442
H -1.58930 -2.96131 4.14354 0.279
H -1.39750 -1.89812 5.53656 0.300
H -1.33097 0.56725 -3.07309 0.318
H -0.13380 -0.26851 4.10366 0.358
H -1.80993 -0.52413 3.59452 0.314
H -0.24643 -0.24308 0.83267 0.545
H -1.50459 0.00815 -0.22809 0.278
H 0.56607 -1.69735 2.37396 0.238
H -0.96500 -2.04727 1.94938 0.264
```

Computed properties:
LUMO level: -3.822 eV
total charge: +1

---

ORCA calculation (wB97M-V/def2-TZVPD) on C3H8N2 in the gas phase.

The geometry in XYZ format:
```
13
Properties=species:S:1:pos:R:3:mulliken_charge:R:1
N 0.70781 -1.87245 0.37517 -0.578
C 0.99919 -0.47157 0.00973 -0.694
C -0.15730 0.43647 0.38518 0.205
C -1.34244 0.52728 -0.47008 -0.483
N -0.33832 1.62956 -0.46862 -0.593
H 1.53076 -2.46130 0.17546 0.241
H 0.57509 -1.97954 1.41138 0.232
H 1.91311 -0.01981 0.38574 0.261
H 1.08081 -0.39094 -1.09647 0.333
H -0.27359 0.57773 1.47262 0.367
H -1.43516 -0.03443 -1.37757 0.216
H -2.29670 0.66614 0.04637 0.256
H -0.67745 2.38930 0.08764 0.238
```

Computed properties:
LUMO level: 1.150 eV
SMILES: NC[C@@H]1CN1
total charge: 0

---

ORCA calculation (wB97M-V/def2-TZVPD) on a molecular structure, C25H47Cl2HgNO3Si2.

The geometry in XYZ format:
```
81
Properties=species:S:1:pos:R:3:mulliken_charge:R:1
O -1.31719 1.35678 -1.54715 -0.169
O -1.64466 -0.37419 -3.18213 0.763
C -2.02286 2.20941 -0.62998 -0.182
C -1.27377 3.40215 -0.10141 -1.259
H -2.38910 1.55622 0.17498 0.257
H -2.92480 2.53512 -1.17293 0.261
H -0.41645 3.11339 0.51585 0.243
H -1.96488 3.98266 0.51996 0.427
H -0.93103 4.04495 -0.92051 0.238
C 0.07207 1.59855 -1.84742 0.692
C 0.25831 2.52817 -3.01838 -1.437
H 0.50670 0.61727 -2.06235 0.018
H 0.61037 1.93679 -0.95393 0.098
H -0.09252 2.07117 -3.96088 0.085
H 1.32648 2.75667 -3.14030 0.445
H -0.28893 3.47779 -2.87328 0.211
C -1.03183 -1.29764 -4.15024 -0.499
C -2.94724 0.17637 -3.59958 0.016
C 0.17224 -0.66842 -4.78197 -1.382
H -1.80075 -1.55196 -4.88940 0.535
H -0.75695 -2.20159 -3.59949 0.351
H -0.07532 0.27327 -5.27925 0.308
H 0.57155 -1.36003 -5.52903 0.455
H 0.96906 -0.48510 -4.05770 0.271
C -2.81648 1.04094 -4.81391 -1.214
H -3.31196 0.74751 -2.75645 -0.115
H -3.62174 -0.66591 -3.77185 0.433
H -2.16950 1.91172 -4.60698 0.246
H -3.82135 1.42314 -5.05755 0.445
H -2.43464 0.47631 -5.68546 0.302
H -1.32448 -0.50309 -2.09753 -1.148
Hg 0.37183 -2.61280 1.00546 0.970
C -0.94401 -1.24813 -0.90102 -0.170
Si -2.52768 -2.19654 -0.48007 0.513
H -0.08492 -1.79224 -1.30094 1.282
H -0.65991 -0.39865 -0.25673 -0.327
C -3.95823 -0.98985 -0.32755 -0.965
C -2.59343 -3.24547 1.09436 -1.142
C -2.77897 -3.36559 -1.92746 -1.087
C -0.05329 -0.83095 2.21944 -0.133
Si 0.35706 -0.76608 4.05161 0.079
H -1.11862 -0.61335 2.01549 0.325
H 0.52504 -0.03873 1.70155 -0.247
C -0.37944 -2.18784 5.03283 -1.066
C -0.28473 0.89380 4.66023 -0.909
C 2.22225 -0.78633 4.26884 -0.827
H -3.66672 -3.99374 -1.76192 0.371
H -1.90512 -4.02961 -2.02025 0.277
H -2.90568 -2.84519 -2.88542 0.161
H -4.08345 -0.65912 0.71828 0.335
H -4.89587 -1.48054 -0.62931 0.414
H -3.84471 -0.08366 -0.93914 0.168
H -2.49359 -2.62942 2.01141 0.194
H -1.80081 -4.02140 1.08712 0.260
H -3.57321 -3.76127 1.12448 0.387
H -1.36616 0.98065 4.46204 0.294
H 0.22847 1.72900 4.14284 0.224
H -0.11849 1.00171 5.74711 0.343
H 2.65561 0.20775 4.08286 0.161
H 2.70738 -1.49603 3.58336 0.191
H 2.47920 -1.07464 5.29718 0.492
H 0.18132 -2.31269 5.97406 0.331
H -0.32252 -3.13695 4.47645 0.282
H -1.43523 -2.00785 5.29739 0.302
Cl 2.01071 4.26513 2.59952 -0.243
C 3.12701 3.04780 2.18676 0.472
C 4.46256 3.13505 2.53978 -0.581
C 5.35616 2.09062 2.28936 0.787
Cl 6.98938 2.26297 2.76071 -0.307
C 4.92265 0.86939 1.69094 0.194
C 5.74321 -0.27407 1.53811 -1.031
C 5.19707 -1.44908 1.06602 -0.741
C 3.81761 -1.46555 0.74305 -0.191
N 3.03902 -0.40200 0.85969 0.147
C 3.54527 0.75523 1.29100 0.187
C 2.60991 1.89880 1.46056 -0.731
O 1.42650 1.84794 1.05563 -0.537
H 4.81280 4.03478 3.03100 0.428
H 6.78891 -0.20385 1.81476 0.396
H 5.77013 -2.36775 0.94636 0.405
H 3.33940 -2.38204 0.37845 0.168
```

Computed properties:
LUMO level (alpha / beta): -2.293 / -2.293 eV
total charge: 0

---

ORCA calculation (wB97M-V/def2-TZVPD) on C15H16Cl2N2O2S in the gas phase.

The geometry in XYZ format:
```
38
Properties=species:S:1:pos:R:3:mulliken_charge:R:1
O -0.04819 0.32094 2.24929 -0.693
C 0.05179 -0.20367 1.15580 0.427
N 1.07130 -1.00927 0.79406 0.051
C 2.20863 -1.23773 1.65203 -0.916
C 3.43183 -0.44202 1.17592 -0.539
N 4.54147 -0.59130 2.09594 0.082
C 5.27260 -1.83251 1.90645 -0.436
C 6.33443 -1.95917 2.99921 -0.724
O 7.22698 -0.87168 2.97774 -0.380
C 6.52587 0.33858 3.13931 -0.647
C 5.47270 0.52372 2.04670 -0.574
C -1.01025 0.00978 0.14811 0.883
S -2.33485 0.96532 0.75339 -0.232
C -3.15073 0.86582 -0.77470 0.391
C -4.37810 1.42605 -1.10225 -0.696
C -4.85655 1.23113 -2.38238 0.369
Cl -6.37721 1.91051 -2.82793 -0.213
C -4.14057 0.49534 -3.33264 -0.724
C -2.92639 -0.05769 -3.00539 -0.561
C -2.41403 0.12073 -1.71733 0.118
C -1.19270 -0.35367 -1.15455 -0.060
Cl -0.09878 -1.28671 -2.10057 -0.346
H 1.11904 -1.35609 -0.15223 0.163
H 1.93558 -0.90621 2.65527 0.360
H 2.42533 -2.30853 1.67207 0.324
H 3.70032 -0.75154 0.14906 0.261
H 3.15055 0.61352 1.14709 0.315
H 4.58405 -2.67501 1.97907 0.308
H 5.76549 -1.85982 0.91702 0.337
H 6.93836 -2.85570 2.84889 0.359
H 5.83341 -2.01215 3.97737 0.353
H 7.27156 1.13407 3.09567 0.355
H 6.02801 0.35315 4.12011 0.349
H 4.92563 1.45097 2.22628 0.414
H 5.97727 0.58926 1.06600 0.323
H -4.93632 1.99440 -0.37675 0.426
H -4.55223 0.36823 -4.32096 0.416
H -2.36770 -0.62685 -3.73238 0.358
```

Computed properties:
LUMO level: -0.147 eV
SMILES: O=C(NCCN1CCOCC1)c1sc2cc(Cl)ccc2c1Cl
total charge: 0

---

ORCA calculation (wB97M-V/def2-TZVPD) on a molecular structure, C35H26N3O6PbSSi.

The geometry in XYZ format:
```
73
Properties=species:S:1:pos:R:3:mulliken_charge:R:1
Pb 1.41404 -3.14527 -0.38302 0.964
C -0.03952 -2.66255 -3.51422 -0.893
C -1.06359 -3.28538 -2.61161 1.047
C -2.25708 -3.80433 -3.14484 -0.844
C -3.20070 -4.32574 -2.30687 -0.958
C -3.00441 -4.29268 -0.91005 0.782
C -3.97419 -4.75051 0.00459 -0.741
C -3.73796 -4.66737 1.34798 -0.791
C -2.52312 -4.14947 1.82296 -0.512
C -1.53566 -3.72943 0.96118 0.794
S -0.02717 -3.12271 1.66350 -0.443
C -1.77049 -3.77837 -0.43595 -0.072
N -0.82335 -3.32489 -1.31084 -0.177
H 0.60097 -3.42775 -3.95979 0.316
H 0.58376 -1.95399 -2.96722 -0.364
H -0.52727 -2.12579 -4.32561 0.443
H -2.41093 -3.78696 -4.21491 0.504
H -4.11571 -4.74665 -2.70533 0.475
H -4.89476 -5.17437 -0.37564 0.432
H -4.48363 -5.00536 2.05446 0.414
H -2.34362 -4.08657 2.88807 0.466
C 0.96913 -0.19709 -4.61589 -0.337
C 1.98223 0.01739 -3.69115 -0.887
C 1.67253 0.43846 -2.40644 0.151
C 0.34668 0.66244 -2.02302 0.346
C -0.65874 0.44758 -2.97176 -0.053
C -0.35309 0.02148 -4.25544 -1.312
Si -0.14763 1.18823 -0.29117 -0.234
C 0.40734 2.88495 0.24211 0.628
C 1.40392 3.59051 -0.43497 -0.213
C 1.87353 4.79871 0.05752 -0.705
C 1.34517 5.32742 1.22807 -0.632
C 0.33991 4.64806 1.90291 -0.727
C -0.12014 3.43539 1.41527 -0.185
C -1.92390 0.71541 0.00263 -0.456
C -2.29566 -0.62980 -0.07624 1.049
C -3.62314 -1.00702 0.02647 -0.037
C -4.60440 -0.03976 0.20866 -0.920
C -4.25474 1.29984 0.28206 -0.732
C -2.92279 1.67470 0.17304 -0.513
H 1.21418 -0.52313 -5.61840 0.413
H 3.01406 -0.13979 -3.97834 0.482
H 2.48234 0.59790 -1.70130 0.397
H -1.69148 0.62958 -2.69876 0.488
H -1.14973 -0.13518 -4.97154 0.451
H 1.82368 3.19320 -1.35307 0.373
H 2.64982 5.33331 -0.47441 0.466
H 1.71542 6.26815 1.61430 0.411
H -0.08203 5.05121 2.81425 0.485
H -0.89330 2.90417 1.96165 0.411
H -1.53294 -1.38917 -0.22058 0.035
H -3.89751 -2.05326 -0.03733 0.196
H -5.64154 -0.33510 0.29999 0.418
H -5.01851 2.05323 0.42242 0.424
H -2.66023 2.72605 0.21273 0.469
O 2.52830 -1.11515 0.43144 -0.660
C 1.94801 -0.16075 0.94970 -0.691
O 0.68538 0.05457 0.71271 0.778
C 2.66675 0.71843 1.90793 0.515
C 1.98442 1.28063 2.97860 0.141
C 2.69355 2.01902 3.90673 -0.542
C 4.05616 2.21943 3.79657 -0.444
C 4.70882 1.65050 2.71830 -0.596
C 4.03900 0.89226 1.77880 -0.247
N 6.16256 1.85325 2.56850 1.041
O 6.67251 1.43580 1.54835 -0.600
O 6.73700 2.41551 3.47501 -0.590
N 1.97475 2.60694 5.05091 1.083
O 0.76098 2.53330 5.03207 -0.597
O 2.64227 3.11634 5.92398 -0.608
H 0.92469 1.12489 3.11297 0.725
H 4.60145 2.79103 4.53329 0.643
H 4.57935 0.45205 0.95306 0.652
```

Computed properties:
LUMO level: -3.549 eV
total charge: +1

---

ORCA calculation (wB97M-V/def2-TZVPD) on a molecular structure, C19H20BrN3SY.

The geometry in XYZ format:
```
45
Properties=species:S:1:pos:R:3:mulliken_charge:R:1
Y 0.19679 0.15902 -0.11134 1.418
C -1.76853 1.45328 2.41732 -1.325
N -1.36655 1.87808 1.06723 0.479
C -2.56017 2.23193 0.28044 -1.080
C -0.46592 3.06181 1.17237 -1.199
C 0.93376 2.67572 1.59862 0.299
C 1.61551 3.45844 2.52073 -0.867
C 2.91319 3.12055 2.89320 -0.539
C 3.52636 2.00219 2.34399 -0.752
C 2.83955 1.23192 1.41247 -0.547
C 1.53621 1.54974 1.01111 0.544
H -2.38419 2.22336 2.89245 0.407
H -0.87949 1.29066 3.02503 0.385
H -2.34535 0.52960 2.36368 0.374
H -3.07015 3.10303 0.70349 0.364
H -3.26254 1.39803 0.27230 0.343
H -2.28071 2.46800 -0.74778 0.294
H -0.87873 3.79589 1.87257 0.401
H -0.44036 3.53942 0.19151 0.384
H 1.13911 4.33071 2.95883 0.402
H 3.43974 3.72898 3.61824 0.392
H 4.53303 1.73473 2.63940 0.405
H 3.33817 0.36527 0.99166 0.454
S 1.48561 -2.13907 -0.58343 -0.512
C 1.01784 -2.43042 1.09239 0.698
C 1.53859 -3.49264 1.83376 -0.712
C 1.16477 -3.63684 3.15142 -0.112
C 0.28278 -2.72398 3.72867 -0.918
C -0.19429 -1.70674 2.94494 -0.004
N 0.14894 -1.56439 1.65244 -0.212
H 2.22755 -4.17701 1.35736 0.391
H 1.56191 -4.45596 3.73912 0.412
H -0.02337 -2.80419 4.76185 0.397
H -0.88463 -0.97678 3.34448 0.339
Br 0.01755 4.85285 -4.23350 -0.125
C 0.11095 3.00025 -3.99504 -0.653
C 0.24876 2.14323 -5.07264 0.001
C 0.31524 0.78030 -4.83101 -0.804
C 0.23586 0.32721 -3.53127 -0.069
N 0.09785 1.16181 -2.49144 -0.179
C 0.04383 2.47861 -2.71915 0.619
H 0.30721 2.53508 -6.07975 0.467
H 0.42969 0.07403 -5.64192 0.403
H 0.28845 -0.73220 -3.30793 0.375
H -0.04115 3.13607 -1.86374 0.160
```

Computed properties:
LUMO level: -3.131 eV
total charge: +1

---

ORCA calculation (wB97M-V/def2-TZVPD) on C4H6BrN in the gas phase.

The geometry in XYZ format:
```
12
Properties=species:S:1:pos:R:3:mulliken_charge:R:1
Br -2.97780 -0.17369 -0.00944 -0.146
C -1.13832 -0.11263 0.40251 -0.039
C -0.04927 -0.99265 -0.17676 -0.638
C 1.16566 -0.06414 -0.09889 -0.492
C 0.44156 1.31746 -0.26793 -0.163
N -0.73410 1.24824 0.10406 -0.449
H -0.97356 -0.04143 1.66328 0.266
H -0.13969 -1.23272 -1.21245 0.291
H 0.06357 -1.92859 0.30809 0.347
H 1.72480 -0.17453 -0.97644 0.297
H 1.77866 -0.10401 0.83804 0.298
H 0.83848 2.25870 -0.57406 0.430
```

Computed properties:
LUMO level: 0.923 eV
SMILES: Br[C@H]1CCC=N1
total charge: 0

---

ORCA calculation (wB97M-V/def2-TZVPD) on a molecular structure, C17H30AuN6O2P.

The geometry in XYZ format:
```
57
Properties=species:S:1:pos:R:3:mulliken_charge:R:1
Au -0.10250 0.76393 -0.14254 0.112
N 3.51577 -0.13768 -0.27258 -0.905
N 4.06762 -0.09391 1.02155 -0.007
C 3.36675 -0.35745 2.13869 0.727
N 4.03418 -0.34772 3.30077 -0.441
N 2.08093 -0.61924 1.92823 -0.197
N 1.24788 -0.72532 2.99099 0.772
O 0.06854 -0.82173 2.71273 -0.519
O 1.65634 -0.72231 4.15632 -0.787
H 3.13829 0.78723 -0.46940 0.327
H 2.70056 -0.74274 -0.21551 0.465
H 5.07142 -0.08063 1.05276 0.176
H 4.96719 0.02148 3.33749 0.175
H 3.48385 -0.46168 4.13830 0.224
N 4.65291 6.34555 1.33969 -0.514
C 3.91585 5.49249 1.11216 -0.047
C 3.00065 4.42475 0.83429 0.564
C 2.50885 3.63872 1.87533 -0.858
C 1.63703 2.59957 1.59543 0.029
C 1.21411 2.30234 0.29163 -0.334
C 1.72028 3.12425 -0.72625 -0.203
C 2.60070 4.16495 -0.47341 -0.776
H 2.81012 3.84997 2.89351 0.447
H 1.26843 2.01064 2.42840 0.485
H 1.42980 2.94361 -1.75490 0.318
H 2.98055 4.77811 -1.28044 0.432
C -3.02312 -1.29937 1.48955 -1.399
C -3.22824 -0.80729 0.05697 0.577
C -3.81578 0.60501 0.06986 -1.689
P -1.65155 -0.80137 -0.89156 0.367
C -1.08378 -2.55056 -1.03739 0.615
C -0.15264 -2.91051 0.12496 -1.059
C -2.18983 -3.59214 -1.19922 -1.528
C -2.11459 -0.23926 -2.59619 0.564
C -0.90785 -0.33410 -3.53181 -1.664
C -3.34700 -0.86995 -3.24011 -1.618
H -3.94809 -1.16475 2.05420 0.469
H -2.23903 -0.73171 1.98995 0.182
H -2.75935 -2.35536 1.53717 0.239
H -3.92250 -1.47740 -0.45995 0.516
H -3.14803 1.29039 0.59580 0.300
H -4.77419 0.59767 0.59186 0.475
H -3.98529 1.00292 -0.93125 0.345
H -0.47884 -2.54211 -1.95057 0.371
H -0.69261 -2.95108 1.07106 0.187
H 0.64447 -2.17591 0.24348 -0.035
H 0.29592 -3.89076 -0.04941 0.527
H -2.79573 -3.67048 -0.29554 0.265
H -1.74304 -4.57245 -1.37588 0.483
H -2.85789 -3.37691 -2.03174 0.233
H -2.31603 0.82434 -2.43597 0.453
H -0.72824 -1.36563 -3.84139 0.355
H 0.00052 0.04707 -3.06111 0.304
H -1.09093 0.24949 -4.43554 0.455
H -3.16839 -1.91162 -3.50900 0.269
H -3.58536 -0.33780 -4.16356 0.455
H -4.22912 -0.82558 -2.60095 0.321
```

Computed properties:
LUMO level: 0.402 eV
total charge: 0

---

- total charge of number 6 (C19H20BrN3SY)?
  +1

---

- total charge of number 6 (C19H20BrN3SY)?
  +1